[1]
C2H3N3O2 in the gas phase, computed with ωB97M-V with the def2-TZVPD basis set.

Geometry as XYZ:
```
10
C2H3N3O2 (ωB97M-V with the def2-TZVPD basis set)
C 2.0693 0.0801 -0.0540
C -0.3340 -0.1093 -0.0496
N 3.2408 0.1175 0.1664
N 0.9120 0.4228 -0.1643
N -2.5867 0.4904 0.0824
O -0.6198 -1.2760 -0.0245
O -1.2334 0.8929 -0.0026
H 4.0259 -0.4224 -0.1212
H -2.6821 -0.1103 0.9034
H -2.7921 -0.0857 -0.7359
```

Computed properties:
orbital gap: 0.4081 Ha
SMILES string: N=C=NC(=O)ON
electronic energy: -10685.8300 eV
energy above the lowest of the compared OMol25 structures with the same formula, charge and spin: 253.44 kJ/mol
strongest force on any atom: 0.8 eV/A

How is the electron density shared among the atoms? According to natural (NBO), the charges in e are: C 0.74; C 0.87; N -0.68; N -0.59; N -0.49; O -0.60; O -0.36; H 0.42; H 0.35; H 0.35

[2]
A 7-piece molecular cluster, C45H101ClO3P overall at a distorted geometry, computed with ωB97M-V with the def2-TZVPD basis set.

Geometry as XYZ:
```
151
C45H101ClO3P (ωB97M-V with the def2-TZVPD basis set)
C -3.8797 -2.3788 1.2342
C -3.8151 -3.4458 0.1557
O -4.7581 -4.1061 -0.0601
O -2.6636 -3.6643 -0.5072
C -2.2034 -2.5138 -1.2394
C -0.7916 -2.8555 -1.7779
C 0.2558 -1.9981 -1.0269
C 1.5749 -2.7361 -0.6980
C 2.2636 -2.2308 0.5808
C 3.2432 -1.0799 0.3186
C 2.4534 0.1202 -0.2534
P 3.0899 1.6532 0.2844
O 4.6754 1.8267 -0.2998
Cl 1.8458 3.0785 -0.7616
H -4.8333 -2.4543 1.7375
H -3.7815 -1.3763 0.8256
H -3.0793 -2.5796 1.9484
H -2.8576 -2.2849 -2.0876
H -2.1766 -1.6233 -0.6162
H -0.6402 -3.9250 -1.6638
H -0.7961 -2.5339 -2.8167
H 0.5199 -1.1675 -1.6760
H -0.1189 -1.5543 -0.1047
H 1.3907 -3.8067 -0.5837
H 2.2538 -2.5538 -1.5325
H 1.5190 -1.8600 1.2952
H 2.7667 -3.0582 1.0901
H 3.7140 -0.7969 1.2769
H 3.9895 -1.4690 -0.3777
H 1.4521 0.0652 0.1922
H 5.2347 1.4671 0.4035
C 0.6417 -1.1627 7.2707
C 0.8775 0.2483 6.7403
C 0.3553 0.4601 5.3207
C 1.0095 -0.4152 4.2509
C 2.5266 -0.2801 4.1398
C 2.9813 1.1243 3.7505
H 1.1787 -1.9085 6.6828
H 0.9890 -1.2451 8.3028
H -0.4217 -1.4126 7.2539
H 1.9434 0.4861 6.7922
H 0.3731 0.9584 7.4029
H 0.4778 1.5134 5.0535
H -0.7242 0.2720 5.3086
H 0.5628 -0.1696 3.2819
H 0.7612 -1.4658 4.4366
H 2.8783 -0.9835 3.3805
H 3.0065 -0.5785 5.0789
H 2.5365 1.4283 2.8018
H 4.0662 1.1521 3.6328
H 2.7125 1.8614 4.5127
C -1.6389 -10.3236 1.9841
C -2.0710 -9.0025 2.6133
C -2.8268 -8.0881 1.6508
C -2.0311 -7.6332 0.4270
C -0.7293 -6.8956 0.7374
C -0.9413 -5.5961 1.5060
H -0.9332 -10.1686 1.1666
H -1.1482 -10.9565 2.7262
H -2.5010 -10.8700 1.5948
H -1.1967 -8.4871 3.0202
H -2.7220 -9.2191 3.4655
H -3.1802 -7.2116 2.2013
H -3.7273 -8.6055 1.3034
H -2.6703 -6.9822 -0.1778
H -1.8041 -8.4987 -0.2037
H -0.2310 -6.6642 -0.2083
H -0.0446 -7.5446 1.2923
H -1.5990 -4.9264 0.9537
H 0.0114 -5.0837 1.6561
H -1.3773 -5.7758 2.4918
C -11.3186 -3.3301 1.4727
C -10.8408 -2.2666 0.4887
C -10.0735 -2.8396 -0.7014
C -8.7803 -3.5761 -0.3469
C -7.7538 -2.7521 0.4272
C -7.2470 -1.5367 -0.3423
H -10.4821 -3.8574 1.9336
H -11.9008 -2.8726 2.2748
H -11.9547 -4.0647 0.9738
H -10.2300 -1.5282 1.0151
H -11.7130 -1.7265 0.1086
H -9.8509 -2.0283 -1.4007
H -10.7269 -3.5312 -1.2443
H -8.3198 -3.9319 -1.2738
H -9.0184 -4.4740 0.2312
H -6.9040 -3.3943 0.6594
H -8.1692 -2.4312 1.3885
H -6.8033 -1.8371 -1.2941
H -6.4814 -1.0133 0.2332
H -8.0476 -0.8227 -0.5465
C -1.2118 5.8682 -1.3050
C 0.0282 6.4807 -1.9440
C 1.0193 7.0444 -0.9291
C 0.4914 8.1901 -0.0641
C -0.0166 9.4073 -0.8360
C 1.0612 10.0880 -1.6739
H -1.7970 6.6137 -0.7615
H -1.8577 5.4376 -2.0728
H -0.9369 5.0715 -0.6109
H -0.2721 7.2551 -2.6581
H 0.5359 5.7076 -2.5264
H 1.9168 7.3741 -1.4611
H 1.3447 6.2359 -0.2684
H 1.2914 8.5091 0.6125
H -0.3133 7.8210 0.5787
H -0.4092 10.1331 -0.1170
H -0.8570 9.1272 -1.4774
H 1.9008 10.4009 -1.0492
H 0.6588 10.9771 -2.1640
H 1.4421 9.4271 -2.4538
C 0.7883 2.1232 -7.6708
C -0.2576 2.6472 -6.6915
C 0.2678 2.8007 -5.2645
C 0.7330 1.5057 -4.5980
C -0.3170 0.3998 -4.5107
C -1.5337 0.7836 -3.6741
H 1.1193 1.1179 -7.4065
H 0.3762 2.0790 -8.6815
H 1.6625 2.7776 -7.6934
H -1.1340 1.9924 -6.7063
H -0.6017 3.6260 -7.0399
H -0.5096 3.2671 -4.6514
H 1.1064 3.5045 -5.2690
H 1.0759 1.7420 -3.5879
H 1.6080 1.1171 -5.1275
H 0.1506 -0.4809 -4.0607
H -0.6402 0.0973 -5.5129
H -1.2340 1.0622 -2.6613
H -2.2276 -0.0584 -3.6009
H -2.0796 1.6208 -4.1141
C 11.1672 2.3278 0.2800
C 10.4678 3.1500 -0.7980
C 9.9525 4.4978 -0.2972
C 8.8957 4.4191 0.8051
C 7.6423 3.6210 0.4462
C 6.8597 4.2034 -0.7248
H 10.4851 2.0599 1.0882
H 11.5569 1.3996 -0.1421
H 12.0071 2.8803 0.7081
H 9.6501 2.5677 -1.2304
H 11.1763 3.3328 -1.6115
H 9.5521 5.0594 -1.1458
H 10.7994 5.0843 0.0771
H 8.6005 5.4387 1.0743
H 9.3417 3.9895 1.7082
H 6.9882 3.5964 1.3224
H 7.9035 2.5804 0.2298
H 6.5626 5.2354 -0.5203
H 5.9554 3.6201 -0.8972
H 7.4443 4.1902 -1.6479
```

Computed properties:
orbital gap: 0.1828 Ha
net charge: -1
electronic energy: -76259.1587 eV
strongest force on any atom: 3.1 eV/A

Atom charges from the Löwdin analysis, given in e for atoms 1 to 99: C 0.03; C -0.57; O 0.14; O -0.04; C -0.17; C -0.13; C -0.20; C -0.20; C -0.25; C -0.35; C -0.48; P 0.48; O -0.40; Cl 0.04; H 0.07; H 0.08; H 0.09; H 0.12; H 0.11; H 0.10; H 0.10; H 0.08; H 0.10; H 0.09; H 0.11; H 0.09; H 0.10; H 0.06; H 0.09; H 0.00; H 0.01; C -0.12; C -0.28; C -0.23; C -0.23; C -0.26; C -0.13; H 0.06; H 0.06; H 0.07; H 0.10; H 0.10; H 0.10; H 0.11; H 0.11; H 0.10; H 0.08; H 0.10; H 0.00; H 0.06; H 0.06; C -0.12; C -0.27; C -0.23; C -0.22; C -0.26; C -0.10; H 0.06; H 0.07; H 0.07; H 0.10; H 0.10; H 0.10; H 0.11; H 0.11; H 0.10; H 0.10; H 0.10; H 0.05; H 0.07; H 0.07; C -0.12; C -0.27; C -0.23; C -0.22; C -0.27; C -0.10; H 0.06; H 0.07; H 0.07; H 0.10; H 0.10; H 0.10; H 0.11; H 0.11; H 0.10; H 0.08; H 0.10; H 0.08; H 0.06; H 0.06; C -0.11; C -0.28; C -0.23; C -0.23; C -0.28; C -0.12; H 0.06; H 0.07

[3]
C11H14CrN3O7 as an isolated structure at a distorted geometry, computed with ωB97M-V with the def2-TZVPD basis set.

Geometry as XYZ:
```
36
C11H14CrN3O7 (ωB97M-V with the def2-TZVPD basis set)
Cr -0.5755 -0.1808 0.1764
O 1.3070 -0.2278 1.3306
C 1.0706 0.8110 2.3026
C -0.2478 0.5685 3.0223
N -1.3420 0.3599 2.0516
C -2.1098 1.5782 1.7430
C -2.9100 1.2956 0.4487
O -3.9564 1.8588 0.2426
O -2.3214 0.4296 -0.3297
C -2.2250 -0.7395 2.4885
C -1.5668 -2.0643 2.0438
O -1.7210 -3.0834 2.6744
O -0.9059 -1.9172 0.9349
H 1.4452 -1.0762 1.7707
H 1.0464 1.7363 1.7283
H 1.8893 0.8574 3.0225
H -0.4596 1.4093 3.6875
H -0.1498 -0.3323 3.6317
H -1.4249 2.4009 1.5247
H -2.7858 1.8660 2.5499
H -3.1762 -0.6706 1.9603
H -2.4106 -0.7231 3.5619
C 2.4772 -1.6675 -4.2995
N 1.8357 -0.7379 -3.3775
C 2.1083 0.5862 -3.4346
C 1.5928 1.4859 -2.5639
C 0.7333 0.9610 -1.5589
O 0.2117 1.5964 -0.5883
N 0.4281 -0.3520 -1.5421
C 0.9507 -1.2741 -2.4026
O 0.6938 -2.4560 -2.3853
H 2.0375 -1.6000 -5.2951
H 2.3197 -2.6706 -3.9189
H 3.5440 -1.4576 -4.3602
H 2.7780 0.8914 -4.2283
H 1.8190 2.5385 -2.6120
```

Computed properties:
orbital gap (spin up / spin down): 0.3149 / 0.3306 Ha
electronic energy: -58860.5399 eV
energy above the lowest of the compared OMol25 structures with the same formula, charge and spin: 40.77 kJ/mol
spin multiplicity: 2
strongest force on any atom: 1.1 eV/A

How is the electron density shared among the atoms? According to natural (NBO), the charges in e are: Cr 1.27; O -0.68; C -0.09; C -0.25; N -0.42; C -0.34; C 0.78; O -0.59; O -0.66; C -0.35; C 0.78; O -0.60; O -0.69; H 0.51; H 0.22; H 0.20; H 0.22; H 0.22; H 0.23; H 0.22; H 0.24; H 0.22; C -0.42; N -0.41; C 0.13; C -0.40; C 0.63; O -0.65; N -0.64; C 0.79; O -0.60; H 0.21; H 0.26; H 0.20; H 0.22; H 0.24